Entry 1:
Below is a 3-piece molecular cluster, C26H60Br2ClFN8O9P3 overall at a distorted geometry, with properties calculated with wB97M-V/def2-TZVPD.

Each line ends with the Löwdin charge.
Cartesian coordinates (Å):
C 9.091 -3.532 0.818  -0.198
C 7.944 -2.570 0.555  -0.731
Br 8.315 -0.750 0.974  0.864
C 6.764 -2.964 0.078  -0.555
Br 6.572 -4.870 -0.213  0.798
C 5.540 -2.055 -0.262  -0.396
C 5.042 -1.460 1.082  -0.125
P 4.481 0.270 1.199  0.460
O 5.594 1.147 1.584  -0.319
O 3.434 0.353 2.461  -0.162
O 3.775 0.843 -0.107  -0.125
O 4.625 -2.984 -0.858  -0.173
C 3.315 -2.493 -0.995  -0.331
C 2.407 -3.319 -0.012  -0.101
C 1.507 -2.435 0.891  -0.155
C 1.610 -2.948 2.335  -0.209
F 1.422 -4.334 2.379  -0.063
C 2.724 -2.776 -2.405  -0.602
Cl 3.439 -1.725 -3.699  0.664
N 1.276 -2.643 -2.437  -0.068
C 0.803 -1.279 -2.209  -0.172
C -0.765 -1.302 -2.066  -0.328
O -1.293 -2.597 -2.323  -0.050
C -1.262 -0.702 -0.715  -0.225
N -2.057 -1.655 0.079  -0.007
C 6.040 -1.090 -1.403  -0.694
O 6.212 -1.662 -2.503  -0.064
O 6.307 0.117 -1.203  -0.082
H 8.988 -4.024 1.789  0.076
H 10.001 -2.922 0.880  0.044
H 9.243 -4.225 -0.008  0.044
H 4.218 -2.094 1.444  0.077
H 5.808 -1.575 1.851  0.083
H 2.681 -0.238 2.315  0.039
H 4.103 1.736 -0.272  0.096
H 3.182 -1.417 -0.833  0.114
H 3.095 -3.839 0.664  0.111
H 1.853 -4.105 -0.524  0.119
H 1.810 -1.383 0.906  0.089
H 0.454 -2.568 0.627  0.094
H 0.841 -2.523 2.992  0.114
H 2.603 -2.770 2.767  0.109
H 2.957 -3.828 -2.604  0.124
H 1.008 -2.890 -3.383  0.110
H 1.236 -0.807 -1.326  0.095
H 0.989 -0.603 -3.055  0.096
H -1.178 -0.655 -2.855  0.128
H -2.208 -2.440 -2.578  0.060
H -1.927 0.145 -0.936  0.095
H -0.426 -0.281 -0.137  0.094
H -1.640 -2.580 0.068  0.052
H -1.976 -1.349 1.045  0.060
O -4.329 -2.221 -3.692  -0.286
P -5.632 -1.612 -4.160  0.743
N -5.984 -0.750 -2.706  -0.338
C -7.012 -0.932 -1.710  -0.137
C -5.142 0.405 -2.443  -0.123
N -6.479 -3.091 -4.362  -0.300
C -7.797 -3.398 -3.842  -0.141
C -5.671 -4.312 -4.288  -0.141
N -6.910 -0.787 -5.076  -0.300
C -6.299 -0.137 -6.260  -0.143
C -7.934 0.092 -4.550  -0.137
H -7.640 -0.033 -1.618  0.077
H -6.577 -1.120 -0.721  0.087
H -7.682 -1.760 -1.923  0.048
H -5.370 1.230 -3.137  0.070
H -4.083 0.155 -2.554  0.063
H -5.277 0.781 -1.430  0.084
H -7.774 -3.592 -2.764  0.077
H -8.193 -4.298 -4.320  0.078
H -8.525 -2.617 -4.062  0.066
H -5.400 -4.562 -3.255  0.089
H -4.764 -4.222 -4.876  0.070
H -6.224 -5.156 -4.707  0.077
H -5.646 0.693 -5.969  0.076
H -7.055 0.243 -6.950  0.075
H -5.697 -0.864 -6.815  0.079
H -7.537 1.006 -4.093  0.083
H -8.585 -0.415 -3.840  0.063
H -8.590 0.397 -5.369  0.088
O 0.246 3.969 2.146  -0.295
P 1.037 4.684 3.219  0.739
N 1.066 3.387 4.358  -0.340
C 0.434 3.228 5.643  -0.145
C 1.925 2.266 4.001  -0.133
N -0.125 5.918 3.523  -0.303
C -0.622 6.318 4.824  -0.147
C -1.232 6.010 2.571  -0.152
N 2.236 5.630 4.120  -0.302
C 3.380 5.922 3.220  -0.137
C 2.754 5.352 5.443  -0.138
H 1.180 3.071 6.436  0.077
H -0.231 2.354 5.654  0.082
H -0.165 4.083 5.942  0.047
H 2.986 2.541 4.088  0.077
H 1.747 1.944 2.976  0.057
H 1.757 1.401 4.643  0.084
H -1.333 5.589 5.230  0.074
H -1.150 7.272 4.751  0.076
H 0.179 6.491 5.541  0.065
H -1.975 5.217 2.728  0.085
H -0.877 5.959 1.547  0.068
H -1.739 6.973 2.672  0.075
H 3.937 5.013 2.972  0.080
H 4.071 6.642 3.664  0.074
H 3.017 6.363 2.285  0.078
H 3.308 4.407 5.508  0.085
H 1.974 5.369 6.202  0.061
H 3.444 6.151 5.725  0.088

Results
* energy: -241473.1703 eV
* F_max: 7.25 eV/Å
* net charge: -1
* E_HOMO: -4.539 eV
* frontier orbital gap: 5.5 eV

Entry 2:
Below is a 4-piece molecular cluster, C26H60N5O12S4Si overall at a distorted geometry, with properties calculated with wB97M-V/def2-TZVPD.

Each line ends with the Löwdin charge.
Cartesian coordinates (Å):
C 4.227 -0.961 0.887  -0.149
C 3.158 -0.911 1.983  -0.492
S 1.819 -2.075 1.585  0.931
C 0.301 -1.136 1.238  -0.374
N 0.504 0.223 0.755  -0.007
C 0.331 1.353 1.441  -0.251
C -0.129 1.538 2.847  -0.072
C 0.995 1.445 3.890  -0.218
O 1.191 0.123 4.356  -0.054
N 0.647 2.409 0.710  0.240
C 0.997 1.925 -0.482  -0.220
N 1.378 2.735 -1.499  0.000
C 1.759 2.331 -2.846  -0.093
C 0.651 1.728 -3.694  -0.247
O -0.055 2.742 -4.388  -0.189
Si -1.576 2.283 -4.953  0.443
C -1.964 3.023 -6.623  -0.152
C -2.908 2.769 -3.736  -0.146
C -1.716 0.410 -5.162  -0.149
N 1.415 4.103 -1.180  -0.084
C 2.777 4.624 -1.091  -0.021
C 0.527 4.880 -2.006  -0.428
C -0.925 4.864 -1.646  0.025
O 0.946 5.553 -2.940  0.104
N 0.923 0.572 -0.506  0.076
C 1.197 -0.469 -1.484  -0.143
C -0.063 -1.120 -2.102  -0.041
H 4.011 -0.171 0.175  0.059
H 5.213 -0.820 1.307  0.071
H 4.217 -1.920 0.392  0.057
H 3.573 -1.236 2.924  0.060
H 2.781 0.090 2.102  0.049
H -0.261 -1.698 0.501  0.077
H -0.327 -1.044 2.109  0.076
H -0.523 2.543 2.901  0.127
H -0.934 0.840 3.053  0.109
H 1.920 1.829 3.490  0.123
H 0.683 2.054 4.733  0.122
H 0.350 -0.221 4.659  0.090
H 2.600 1.648 -2.775  0.120
H 2.140 3.186 -3.387  0.138
H -0.048 1.245 -3.013  0.088
H 1.067 1.012 -4.395  0.129
H -1.226 2.752 -7.369  0.034
H -2.146 4.090 -6.598  0.033
H -2.894 2.551 -6.929  0.034
H -2.670 2.317 -2.779  0.019
H -2.938 3.850 -3.668  0.023
H -3.885 2.457 -4.079  0.043
H -1.936 -0.016 -4.188  0.018
H -0.832 -0.059 -5.575  0.034
H -2.592 0.210 -5.765  0.039
H 3.511 4.021 -1.615  0.088
H 3.067 4.643 -0.045  0.084
H 2.835 5.640 -1.444  0.090
H -1.240 3.942 -1.172  0.070
H -1.118 5.712 -0.998  0.099
H -1.463 5.035 -2.562  0.069
H 1.854 -0.137 -2.265  0.105
H 1.735 -1.250 -0.959  0.086
H -0.975 -0.655 -1.753  0.090
H -0.083 -2.184 -1.910  0.069
H 0.020 -1.036 -3.175  0.060
O -3.767 2.471 -0.060  -0.294
S -4.800 1.900 0.749  0.547
O -5.553 0.781 0.286  -0.260
O -5.785 3.046 1.209  -0.258
C -6.365 3.895 0.187  -0.237
C -7.503 3.217 -0.549  -0.067
C -4.124 1.549 2.334  -0.123
H -5.585 4.228 -0.498  0.113
H -6.730 4.770 0.719  0.124
H -7.145 2.385 -1.154  0.073
H -7.995 3.931 -1.208  0.085
H -8.233 2.821 0.155  0.088
H -3.587 2.431 2.674  0.072
H -3.445 0.707 2.215  0.060
H -4.924 1.290 3.021  0.080
O -1.078 -4.571 -0.813  -0.296
S -2.389 -5.103 -1.041  0.560
O -3.363 -4.303 -1.712  -0.269
O -2.993 -5.620 0.333  -0.255
C -2.996 -4.717 1.456  -0.248
C -4.098 -3.679 1.363  -0.069
C -2.273 -6.663 -1.841  -0.114
H -2.012 -4.252 1.554  0.105
H -3.146 -5.347 2.329  0.124
H -3.924 -2.984 0.542  0.069
H -4.151 -3.107 2.291  0.078
H -5.060 -4.156 1.187  0.089
H -1.562 -7.284 -1.304  0.078
H -1.928 -6.478 -2.856  0.080
H -3.259 -7.119 -1.855  0.080
O 8.486 -3.290 3.697  -0.264
S 7.229 -3.923 3.454  0.565
O 6.191 -3.215 2.766  -0.292
O 6.656 -4.475 4.828  -0.261
C 6.575 -3.560 5.942  -0.244
C 5.394 -2.616 5.831  -0.074
C 7.482 -5.478 2.674  -0.118
H 7.515 -3.016 6.038  0.117
H 6.470 -4.190 6.822  0.124
H 5.521 -1.920 5.003  0.064
H 5.291 -2.039 6.749  0.083
H 4.473 -3.173 5.656  0.084
H 8.241 -6.025 3.226  0.078
H 7.819 -5.277 1.660  0.078
H 6.541 -6.020 2.659  0.076

Results
* energy: -111167.7075 eV
* F_max: 1.94 eV/Å
* net charge: +1
* E_HOMO: -11.531 eV
* frontier orbital gap: 9.4 eV

What is the energy in the second record? -111167.7075 eV

Which of these has the lowest E_HOMO? C26H60N5O12S4Si

Which value of energy does entry 2 give? -111167.7075 eV

Among the records above, which one has the highest net charge? C26H60N5O12S4Si